{"formula": "C5H11NO", "method": "wB97M-V/def2-TZVPD", "symbols": ["C", "C", "O", "C", "C", "C", "N", "H", "H", "H", "H", "H", "H", "H", "H", "H", "H", "H"], "xyz": [[-0.689, -2.009, -0.176], [-0.876, -0.557, 0.014], [-2.382, -0.068, -0.579], [-0.305, 0.561, 0.285], [-0.549, 2.020, 0.189], [1.361, 0.114, 0.604], [2.188, 0.294, -0.537], [0.250, -2.408, 0.218], [-0.744, -2.220, -1.247], [-1.473, -2.589, 0.320], [-3.041, -0.719, -0.292], [0.238, 2.521, -0.383], [-0.584, 2.461, 1.190], [-1.504, 2.205, -0.307], [1.608, 0.809, 1.407], [1.460, -0.895, 1.003], [2.025, -0.391, -1.266], [3.015, 0.870, -0.444]], "multiplicity": 1, "smiles": "C/C(O)=C(/C)CN"}

***

{"formula": "C5H11NO", "method": "wB97M-V/def2-TZVPD", "symbols": ["C", "N", "C", "O", "H", "H", "H", "C", "C", "C", "H", "H", "H", "H", "H", "H", "H", "H"], "xyz": [[-0.099, -2.813, -1.425], [0.053, -1.524, -0.792], [-0.866, -0.726, -0.776], [-1.742, 0.047, -0.754], [0.182, -3.590, -0.714], [0.556, -2.858, -2.296], [-1.137, -2.950, -1.734], [0.345, 2.159, -0.203], [0.723, 0.937, 0.632], [-0.179, 0.740, 1.853], [-0.724, 2.187, -0.446], [0.897, 2.187, -1.151], [0.580, 3.070, 0.355], [0.818, 0.032, 0.040], [1.759, 1.023, 0.961], [0.051, 1.503, 2.603], [-1.246, 0.832, 1.612], [-0.029, -0.243, 2.315]], "multiplicity": 1, "smiles": "CN=C=O.CCC"}

***

{"formula": "C5H11NO", "method": "wB97M-V/def2-TZVPD", "symbols": ["C", "C", "C", "O", "N", "C", "C", "H", "H", "H", "H", "H", "H", "H", "H", "H", "H", "H"], "xyz": [[-1.288, 1.159, -0.630], [-0.124, 0.201, -0.950], [-0.192, -0.951, -1.911], [-1.169, -1.601, -2.171], [0.417, -0.418, 0.296], [-0.470, -0.516, 1.533], [1.728, -0.055, 0.750], [-1.788, 1.496, -1.526], [-2.061, 0.736, 0.051], [-0.946, 1.932, 0.059], [0.709, 0.888, -1.159], [0.788, -1.262, -2.297], [0.127, -1.192, 2.146], [-1.399, -1.014, 1.252], [-0.703, 0.479, 1.903], [2.323, 0.352, -0.081], [1.801, 0.695, 1.572], [2.246, -0.928, 1.164]], "multiplicity": 1, "smiles": "C[C@H](C=O)N(C)C"}

***

{"formula": "C5H11NO", "method": "wB97M-V/def2-TZVPD", "symbols": ["C", "C", "C", "N", "C", "C", "O", "H", "H", "H", "H", "H", "H", "H", "H", "H", "H", "H"], "xyz": [[-2.202, -0.080, 0.452], [-1.137, -0.701, -0.463], [-0.230, 0.396, -1.013], [0.451, 1.191, 0.061], [1.455, 0.482, 0.810], [2.331, -0.622, 0.103], [3.524, -0.518, 0.096], [-3.047, -0.764, 0.560], [-2.661, 0.826, 0.052], [-1.797, 0.026, 1.452], [-1.732, -1.201, -1.231], [-0.520, -1.421, 0.095], [-0.767, 1.057, -1.689], [0.603, -0.131, -1.503], [0.906, 1.995, -0.350], [0.864, -0.158, 1.509], [2.222, 1.132, 1.260], [1.738, -1.510, -0.202]], "multiplicity": 1, "smiles": "CCCNCC=O"}

***

{"formula": "C5H11NO", "method": "wB97M-V/def2-TZVPD", "symbols": ["C", "C", "C", "C", "C", "N", "O", "H", "H", "H", "H", "H", "H", "H", "H", "H", "H", "H"], "xyz": [[1.651, -2.877, -0.270], [0.585, -1.984, -0.902], [-0.051, -0.879, 0.006], [-0.122, 0.546, -0.604], [-0.575, 1.542, 0.422], [-1.423, 2.540, 0.011], [-0.163, 1.504, 1.558], [2.522, -2.908, -0.912], [1.241, -3.859, -0.022], [1.930, -2.462, 0.703], [1.096, -1.384, -1.662], [-0.231, -2.560, -1.319], [-1.134, -1.058, 0.038], [0.339, -0.970, 1.008], [0.887, 0.890, -0.907], [-0.638, 0.448, -1.559], [-2.034, 2.818, 0.768], [-1.759, 2.721, -0.911]], "multiplicity": 1, "smiles": "CCCCC(N)=O"}

***

{"formula": "C5H11NO", "method": "wB97M-V/def2-TZVPD", "symbols": ["C", "N", "C", "O", "C", "C", "C", "H", "H", "H", "H", "H", "H", "H", "H", "H", "H", "H"], "xyz": [[2.813, 0.531, -0.219], [1.428, 0.141, -0.437], [0.472, -0.199, 0.459], [0.618, -0.394, 1.653], [-0.919, -0.213, -0.249], [-1.649, -1.506, 0.068], [-1.615, 1.052, 0.250], [3.003, 1.548, -0.587], [3.522, -0.143, -0.715], [3.028, 0.517, 0.853], [0.952, 0.184, -1.319], [-0.864, -0.132, -1.353], [-1.562, -1.697, 1.139], [-1.198, -2.348, -0.473], [-2.706, -1.450, -0.213], [-2.658, 1.108, -0.077], [-1.573, 1.059, 1.341], [-1.092, 1.943, -0.120]], "multiplicity": 1, "smiles": "CNC(=O)C(C)C"}

***

In the order shown, the computed energy above the lowest of the compared OMol25 structures with the same formula, charge and spin values come out to 77.6 34.0 56.6 46.9 17.5 9.2 kcal/mol.